Record 1
The following is a DFT calculation (ωB97M-V with the def2-TZVPD basis set) of a molecular structure, H24NeO12.

Values from the calculation:
spin multiplicity = 1
charge = 0
frontier orbital gap = 0.337 Ha

Last column: natural (NBO) charge in e.
Cartesian coordinates (Å):
Ne (-0.1046, -0.2757, -0.0150)  0.00
O (-0.6799, -0.9475, 3.5001)  -0.95
H (-1.0974, -1.7829, 3.2902)  0.48
H (-0.1966, -1.1172, 4.3087)  0.48
O (-2.4603, -1.4084, -1.9432)  -0.96
H (-2.9465, -2.0402, -1.4133)  0.45
H (-2.6622, -0.5595, -1.5498)  0.49
O (-3.3297, 0.3685, 2.1783)  -0.96
H (-2.6835, 1.0225, 2.4445)  0.48
H (-2.9548, -0.4668, 2.4573)  0.48
O (-1.0901, 2.0334, 2.6291)  -0.93
H (-0.8873, 1.5633, 3.4378)  0.49
H (-1.8730, 2.5432, 2.8376)  0.47
O (2.2128, -1.5315, 2.8859)  -0.95
H (2.1985, -2.4820, 2.9975)  0.48
H (1.2940, -1.2692, 2.9432)  0.48
O (2.6346, -2.4813, -2.7918)  -0.97
H (2.0060, -1.7912, -3.0034)  0.49
H (3.4592, -2.1803, -3.1736)  0.47
O (0.6604, 1.5601, -2.6261)  -1.02
H (1.4439, 1.1648, -2.2440)  0.49
H (0.2355, 2.0069, -1.8939)  0.49
O (3.5693, -1.1753, 0.4842)  -0.97
H (3.3806, -2.0652, 0.1865)  0.48
H (3.0598, -1.0782, 1.2886)  0.49
O (-0.4167, 2.8395, -0.4686)  -0.95
H (-1.1888, 3.2933, -0.8065)  0.48
H (-0.7192, 2.4169, 0.3352)  0.49
O (2.8839, 1.1424, -1.2929)  -0.95
H (3.0143, 1.9983, -0.8845)  0.47
H (2.8701, 0.5266, -0.5602)  0.50
O (-3.4332, 0.9058, -0.5237)  -0.98
H (-3.5081, 0.6808, 0.4037)  0.50
H (-4.3348, 0.9019, -0.8452)  0.47
O (0.8892, -0.8130, -4.3763)  -0.97
H (0.6067, -0.0846, -3.8232)  0.50
H (0.1478, -1.4184, -4.3732)  0.47

Record 2
The following is a DFT calculation (ωB97M-V with the def2-TZVPD basis set) of 12 unconnected molecules or ions with the total composition H24O12.

Values from the calculation:
expectation value of S² = 0.7505
spin multiplicity = 2
charge = -1
frontier orbital gap (spin up / spin down) = 0.087 / 0.315 Ha

Last column: natural (NBO) charge in e.
Cartesian coordinates (Å):
O (-0.8928, -3.0341, 1.7503)  -0.97
H (-0.9915, -3.8973, 1.3485)  0.47
H (-0.1190, -2.6603, 1.3288)  0.50
O (-1.8913, 2.1447, -0.4968)  -1.42
H (-2.0710, 2.6909, -1.2620)  0.40
H (-2.4830, 2.4760, 0.1788)  0.37
O (0.2969, 0.5152, -3.3218)  -0.96
H (-0.1122, 0.1398, -2.5421)  0.47
H (1.1464, 0.8344, -3.0171)  0.47
O (1.0745, 3.2108, -0.4504)  -0.97
H (0.2293, 3.5318, -0.1358)  0.49
H (1.5002, 3.9825, -0.8240)  0.47
O (3.0121, -0.7561, -0.4457)  -0.96
H (2.7231, -0.8123, -1.3565)  0.46
H (2.4557, -1.3792, 0.0215)  0.50
O (-0.5151, -0.9043, 3.3082)  -0.97
H (-0.5542, -0.4482, 2.4676)  0.48
H (-0.5797, -1.8319, 3.0812)  0.48
O (-0.5950, -2.0624, -1.5058)  -1.03
H (-0.6856, -2.5602, -2.3183)  0.47
H (-1.3843, -1.5224, -1.4658)  0.51
O (2.6404, 1.6320, 0.9326)  -1.00
H (1.9420, 2.1080, 0.4833)  0.48
H (2.8624, 0.9148, 0.3389)  0.48
O (1.4992, -2.9192, 0.2098)  -0.96
H (1.1627, -2.9160, -0.6863)  0.50
H (1.5640, -3.8465, 0.4385)  0.48
O (-0.1402, 2.6129, 2.3700)  -0.96
H (-0.1881, 1.8587, 1.7825)  0.48
H (-0.9504, 2.5730, 2.8782)  0.46
O (-2.8169, -0.4617, -1.4356)  -1.08
H (-2.3842, 0.3881, -1.3532)  0.48
H (-3.6004, -0.3859, -0.8910)  0.46
O (-0.0679, 0.3293, 0.4146)  -1.00
H (-0.3801, -0.5116, 0.0804)  0.47
H (-0.7061, 0.9667, 0.0942)  0.49

What max |F| values result from the calculations? In sequence: 0.0286, 0.0261 hartree/bohr.
What energy above the lowest of the compared OMol25 structures with the same formula, charge and spin values result from the calculations? In sequence: 25.9, 17.2 kcal/mol.
What electronic energy values result from the calculations? In sequence: -28469.1021, -24960.0841 eV.